This record from OMol25 describes a 3-piece molecular cluster, C5H16O2 overall at a distorted geometry. The level of theory is the ωB97M-V functional and the def2-TZVPD basis.

Values from the calculation:
LUMO energy	0.69	eV
spin multiplicity	1
energy relative to the best compared isomer or geometry (same formula, charge and spin)	1.083	eV
structure (SMILES)	CCCCC.O.O
strongest force on any atom	2.3	eV Å⁻¹
frontier orbital gap	11.278	eV
total energy	-350.5425	a.u.

The geometry in XYZ format:
```
23
C5H16O2, DFT the ωB97M-V functional and the def2-TZVPD basis
C 2.087 0.706 -0.010
C 1.042 -0.326 0.504
C -0.122 -0.318 -0.480
C -1.117 -1.512 -0.422
C -0.422 -2.877 -0.566
H 2.287 0.553 -1.070
H 3.014 0.557 0.541
H 1.618 1.676 0.138
H 0.886 -0.033 1.535
H 1.446 -1.320 0.603
H -0.740 0.543 -0.214
H 0.145 -0.085 -1.511
H -1.735 -1.442 0.465
H -1.680 -1.383 -1.337
H -0.982 -3.566 0.074
H -0.411 -3.302 -1.568
H 0.610 -2.933 -0.224
H -3.027 0.905 1.868
H -1.771 1.287 0.841
O -2.212 1.360 1.680
H 0.185 4.124 0.412
H 0.279 3.859 -1.050
O 0.619 3.527 -0.210
```